# 1
Formula: C2HBrO
Source: the OMol25 dataset
Level of theory: ωB97M-V/def2-TZVPD

Calculated values
**Calculated total energy**: -74171.747 eV
**Frontier orbital gap (spin up / spin down)**: 7.12 / 7.12 eV
**E_HOMO (spin up / spin down)**: -8.21 / -8.21 eV

Geometry as ORCA input:
```
! RIJCOSX wB97M-V def2-TZVPD def2/J DEFGRID3
* xyz 0 1
C -1.3004 1.3171 0.4071
C 1.5141 0.8846 0.0158
O -1.7025 0.2892 0.0830
Br 1.4452 -0.7523 0.2317
H 0.0436 -1.7387 -0.7375
*
```

=====

# 2
Formula: C40H108N6O14
Source: the OMol25 dataset
Level of theory: ωB97M-V/def2-TZVPD

Calculated values
**Calculated total energy**: -80827.968 eV
**SMILES string**: COC[C@H](C)N.COC[C@H](C)N.COC[C@H](C)N.COCCNCCOC.COCCNCCOC.COCCNCCOC.CCO.CCO.CCO.CCO.CCO
**Frontier orbital gap**: 8.91 eV
**E_HOMO**: -8.52 eV

Geometry as ORCA input:
```
! RIJCOSX wB97M-V def2-TZVPD def2/J DEFGRID3
* xyz 0 1
C -3.7160 -3.6875 3.3058
O -2.7706 -3.4585 4.3044
C -1.6904 -2.6350 3.9085
C -0.5507 -2.7761 4.8833
C -0.8316 -2.3037 6.3099
N 0.5908 -1.9913 4.4077
H -4.5875 -4.1942 3.7175
H -3.3394 -4.3557 2.5207
H -4.1002 -2.8415 2.7200
H -1.2791 -2.8850 2.9194
H -2.0372 -1.6003 3.7917
H -0.2048 -3.8076 4.9951
H 0.0936 -2.2722 6.8770
H -1.5760 -2.9079 6.8393
H -1.3390 -1.3310 6.3137
H 0.3288 -1.0538 4.1212
H 1.0513 -2.4534 3.6266
C 1.9415 7.0076 2.4925
O 2.8318 5.9391 2.3171
C 2.7256 5.3311 1.0564
C 3.5518 4.0579 1.0294
C 3.7245 3.4627 -0.3803
N 2.9464 3.0479 1.8996
H 2.0966 7.4890 3.4644
H 0.9029 6.6844 2.6083
H 2.0938 7.8014 1.7603
H 1.6880 5.0761 0.8018
H 3.0781 6.0111 0.2712
H 4.5893 4.2621 1.3219
H 4.1774 4.1639 -1.0852
H 2.8123 2.9932 -0.7501
H 4.4746 2.6639 -0.3566
H 3.7288 2.5135 2.2690
H 2.5356 3.5200 2.7018
C 1.0658 -3.4216 -0.1121
O 0.5420 -2.1566 -0.4930
C 0.7258 -1.0974 0.4059
C -0.1581 0.1188 0.1065
C 0.0507 0.7526 -1.2659
N 0.0485 1.2396 1.0593
H 2.1546 -3.2798 -0.0965
H 0.8485 -4.1556 -0.8825
H 0.6963 -3.7289 0.8683
H 0.5607 -1.3667 1.4584
H 1.7763 -0.7675 0.3120
H -1.2064 -0.1701 0.2238
H 1.0611 1.1292 -1.4434
H -0.6540 1.5503 -1.4859
H -0.0950 -0.0743 -1.9721
H 1.0190 1.5444 0.9855
H 0.0808 0.8076 1.9870
C 2.8432 3.2062 -4.7318
O 1.9818 4.3269 -4.5533
C 1.3884 4.7733 -5.8060
C 0.1151 5.5668 -5.4168
N -1.0677 4.7128 -5.3637
C -1.1508 4.0079 -4.0790
C -2.3802 3.0978 -3.9042
O -3.5793 3.7382 -3.6820
C -4.7183 2.9257 -3.4799
H 3.0045 2.7596 -3.7469
H 3.8283 3.5681 -5.0385
H 2.3662 2.4490 -5.3535
H 1.1873 4.0064 -6.5542
H 2.1942 5.4502 -6.1181
H -0.0626 6.3438 -6.1682
H 0.4205 6.1037 -4.5208
H -1.0425 4.0307 -6.1076
H -1.2549 4.6627 -3.2146
H -0.3030 3.3302 -3.9612
H -2.1242 2.4061 -3.0858
H -2.3483 2.4377 -4.7937
H -5.5050 3.6570 -3.3009
H -4.5928 2.2174 -2.6576
H -4.9564 2.4144 -4.4207
C -2.8083 -3.5499 -0.4235
O -3.9829 -3.5118 -1.2020
C -5.1142 -3.0282 -0.4886
C -6.2608 -2.9814 -1.4586
N -6.1927 -1.7796 -2.3075
C -7.4338 -1.6374 -3.0732
C -7.2721 -0.5119 -4.0730
O -8.4982 -0.3446 -4.7460
C -8.7581 0.8307 -5.4471
H -2.9761 -4.1010 0.5073
H -2.3039 -2.6283 -0.1271
H -2.1396 -4.1960 -0.9905
H -4.8852 -2.0543 -0.0396
H -5.3092 -3.7155 0.3487
H -7.1831 -2.9015 -0.8832
H -6.2011 -3.8850 -2.0731
H -5.4088 -1.8454 -2.9436
H -8.3703 -1.5537 -2.5209
H -7.6025 -2.5725 -3.6327
H -6.5193 -0.7491 -4.8348
H -7.0287 0.4133 -3.5343
H -9.7887 0.8213 -5.7975
H -8.1426 0.9984 -6.3378
H -8.6473 1.6935 -4.7796
C -1.1854 6.0236 -0.8741
O -1.1017 5.9207 0.5330
C -1.4003 4.5754 0.9077
C -1.2100 4.3788 2.3892
N -1.6506 3.0242 2.7595
C -1.4480 2.8052 4.1765
C -1.1927 1.3370 4.5025
O 0.0282 0.8163 3.9529
C 1.2086 1.2304 4.5832
H -0.7443 5.1629 -1.3748
H -0.8433 7.0113 -1.1783
H -2.2499 6.0382 -1.1572
H -0.7879 3.8423 0.3752
H -2.4629 4.4634 0.6550
H -1.6199 5.1940 2.9848
H -0.1107 4.4019 2.5024
H -1.0450 2.4480 2.1761
H -2.2938 3.2080 4.7379
H -0.5575 3.2982 4.6069
H -2.0997 0.7578 4.3167
H -1.0565 1.2010 5.5822
H 1.3458 1.0634 5.6538
H 1.3718 2.3151 4.4835
H 2.0466 0.8594 3.9939
C 3.5127 -5.9047 2.4968
C 3.4178 -4.3892 2.6169
O 2.0647 -4.0820 3.0474
H 4.4889 -6.1109 2.0474
H 2.7729 -6.2811 1.7880
H 3.2987 -6.3856 3.4473
H 3.6234 -3.7887 1.7323
H 4.1156 -4.0118 3.3717
H 2.0923 -4.1137 4.0105
C 4.2888 -0.4821 2.5015
C 5.7692 -0.1735 2.4044
O 6.0935 0.8730 3.2976
H 3.7135 0.4303 2.3828
H 4.1025 -1.0784 3.3964
H 4.0186 -1.1681 1.6888
H 6.0755 0.0841 1.3889
H 6.3996 -1.0626 2.5435
H 5.9897 0.6346 4.2207
C 5.5497 -2.5584 -1.0910
C 6.7246 -2.4308 -0.1394
O 6.6330 -3.5004 0.7910
H 5.6038 -3.5268 -1.5949
H 5.7497 -1.9517 -1.9815
H 4.5944 -2.3276 -0.6278
H 6.8616 -1.4048 0.2062
H 7.6520 -2.6170 -0.6997
H 7.2487 -3.4118 1.5240
C -0.3550 -7.0888 -0.5273
C -1.5438 -7.1067 0.4365
O -1.2146 -7.3049 1.7923
H 0.4264 -7.8392 -0.4121
H 0.1178 -6.1115 -0.4224
H -0.7727 -7.1901 -1.5307
H -2.2571 -7.8602 0.0669
H -2.1338 -6.1922 0.3817
H -0.6885 -8.1069 1.8663
C 2.8363 -1.0306 -3.3835
C 3.0667 -2.5157 -3.5686
O 3.6507 -2.7149 -4.8635
H 3.8371 -0.5882 -3.3240
H 2.3007 -0.7453 -2.4795
H 2.3257 -0.6067 -4.2484
H 2.0867 -2.9829 -3.7177
H 3.6260 -2.8487 -2.6950
H 3.4218 -3.6006 -5.1507
*
```

=====

# 3
Formula: C2H9NS
Source: the OMol25 dataset
Level of theory: ωB97M-V/def2-TZVPD

Calculated values
**Calculated total energy**: -14542.584 eV
**SMILES string**: [H][H].C1CS1.N
**Frontier orbital gap**: 9.95 eV
**E_HOMO**: -8.95 eV

Geometry as ORCA input:
```
! RIJCOSX wB97M-V def2-TZVPD def2/J DEFGRID3
* xyz 0 1
H 2.0337 0.0037 -2.6028
H 2.2867 -0.4265 -2.0723
C 0.7497 0.3919 0.6893
C -0.5436 0.4434 1.3847
S -0.5821 1.2476 -0.2486
H 1.5307 -0.2891 0.4242
H 1.2893 1.2822 1.0048
H -1.1448 -0.4401 1.5569
H -0.3630 0.9743 2.2933
N 0.2215 -2.6638 -0.8375
H -0.1306 -1.7408 -0.6635
H 1.1278 -2.3024 -1.1180
H -0.1411 -3.4004 -1.4176
*
```

=====

Q: Which of these has the lowest calculated total energy?
A: C40H108N6O14